This record from OMol25 describes the molecule C6H11N at a distorted geometry. The level of theory is the ωB97M-V functional and the def2-TZVPD basis.

Structure (XYZ):
```
18
C6H11N, DFT the ωB97M-V functional and the def2-TZVPD basis
C 0.241 1.782 -0.170
C -0.465 0.412 -0.133
C -1.523 -0.132 -0.884
N -2.159 0.617 -1.976
C 0.077 -0.627 0.943
C 1.570 -0.823 0.766
C 2.340 -1.546 1.558
H 1.309 1.564 0.376
H 0.253 2.089 -1.123
H -0.262 2.466 0.535
H -1.925 -1.110 -0.692
H -1.671 1.532 -2.124
H -3.118 0.569 -2.144
H -0.535 -1.482 0.891
H 0.067 -0.239 1.955
H 2.133 -0.037 0.114
H 3.331 -1.653 1.498
H 2.087 -2.405 2.068
```

## Properties
- Structure (SMILES): C=CC/C(C)=C/N
- M: 97.2 g/mol
- Calculated total energy: -7887.358 eV
- Charge: 0
- HOMO-LUMO gap: 0.3229 hartree
- E_HOMO: -7.77 eV
- Largest force on an atom: 6.31 eV/Å
- 2S+1: 1

=====

This record from OMol25 describes the molecule C6H11N at a distorted geometry. The level of theory is the ωB97M-V functional and the def2-TZVPD basis.

Structure (XYZ):
```
18
C6H11N, DFT the ωB97M-V functional and the def2-TZVPD basis
C 0.451 0.137 1.439
C 0.490 1.392 1.875
N -0.649 2.255 1.977
C 1.256 -0.549 0.467
C 0.495 -1.188 -0.703
C -0.521 -0.701 -1.336
C -1.104 -1.075 -2.663
H -0.248 -0.592 2.040
H 1.330 2.074 2.061
H -0.611 3.291 1.660
H -1.249 2.118 2.840
H 2.074 0.035 -0.034
H 1.870 -1.424 0.965
H 0.913 -2.189 -1.021
H -1.032 -0.058 -0.610
H -1.066 -2.204 -2.588
H -0.300 -0.645 -3.372
H -2.100 -0.677 -2.998
```

## Properties
- Structure (SMILES): C/C=C/C/C=C/N
- M: 97.2 g/mol
- Calculated total energy: -7886.165 eV
- Charge: 0
- HOMO-LUMO gap: 0.3242 hartree
- E_HOMO: -7.83 eV
- Largest force on an atom: 4.54 eV/Å
- 2S+1: 1

=====

This record from OMol25 describes an isolated ion of composition C6H11N and charge +1 at a distorted geometry. The level of theory is the ωB97M-V functional and the def2-TZVPD basis.

Structure (XYZ):
```
18
C6H11N, DFT the ωB97M-V functional and the def2-TZVPD basis
C 1.237 -0.188 -3.031
N 1.470 0.237 -1.655
C 0.271 0.598 -0.916
C -1.895 -0.519 3.329
C -0.725 -0.488 2.620
C -0.698 0.196 1.383
C 0.259 -0.049 0.400
H 0.559 -1.040 -3.065
H 2.186 -0.477 -3.472
H 0.864 0.613 -3.684
H 2.094 1.032 -1.690
H -0.676 0.399 -1.438
H 0.250 1.684 -0.793
H -2.780 0.012 3.003
H -2.011 -1.024 4.279
H 0.142 -1.042 2.965
H -1.466 0.945 1.208
H 0.919 -0.890 0.558
```

## Properties
- M: 97.2 g/mol
- Calculated total energy: -7880.580 eV
- Charge: +1
- HOMO-LUMO gap (alpha / beta): 0.2964 / 0.1907 hartree
- E_HOMO (alpha / beta): -13.06 / -12.95 eV
- Largest force on an atom: 1.06 eV/Å
- 2S+1: 2

=====

This record from OMol25 describes an isolated ion of composition C6H11N and charge +1 at a distorted geometry. The level of theory is the ωB97M-V functional and the def2-TZVPD basis.

Structure (XYZ):
```
18
C6H11N, DFT the ωB97M-V functional and the def2-TZVPD basis
C 2.342 -0.699 0.800
C 1.594 0.585 0.233
C 0.267 0.513 -0.333
C -1.026 0.466 0.141
C -2.322 0.418 -0.684
C -3.516 1.000 -0.254
N 2.105 -1.935 0.000
H 1.876 -0.823 1.767
H 3.467 -0.613 0.949
H 2.329 1.111 -0.420
H 1.565 1.230 1.109
H 0.146 0.311 -1.450
H -1.068 0.543 1.252
H -2.320 0.227 -1.817
H -3.598 1.624 0.637
H -4.490 0.648 -0.714
H 1.385 -2.611 0.220
H 1.942 -1.799 -0.960
```

## Properties
- M: 97.2 g/mol
- Calculated total energy: -7879.132 eV
- Charge: +1
- HOMO-LUMO gap (alpha / beta): 0.2837 / 0.1682 hartree
- E_HOMO (alpha / beta): -12.89 / -12.75 eV
- Largest force on an atom: 4.78 eV/Å
- 2S+1: 2

=====

This record from OMol25 describes an isolated ion of composition C6H11N2 and charge +1 at a distorted geometry. The level of theory is the ωB97M-V functional and the def2-TZVPD basis.

Structure (XYZ):
```
19
C6H11N2, DFT the ωB97M-V functional and the def2-TZVPD basis
C 0.180 0.005 1.834
C 0.973 0.256 0.781
C 1.213 -0.648 -0.316
C -2.734 -1.275 -0.334
C -0.952 -0.243 -1.531
C 1.522 1.630 0.638
N -1.750 -1.169 -1.091
N 0.357 -0.116 -1.336
H -0.011 0.644 2.611
H 2.182 -0.507 -0.625
H 1.047 -1.757 -0.073
H -3.200 -0.409 0.199
H -3.225 -2.182 -0.218
H -1.504 0.229 -2.395
H 2.537 1.550 1.092
H 0.999 2.397 1.107
H 1.698 2.026 -0.447
H 0.886 0.598 -1.929
H -0.218 -1.030 2.034
```

## Properties
- Structure (SMILES): C=N/C=[NH+]\CC(=C)C
- M: 111.2 g/mol
- Calculated total energy: -9371.323 eV
- Charge: +1
- HOMO-LUMO gap: 0.3221 hartree
- E_HOMO: -13.31 eV
- Largest force on an atom: 4.06 eV/Å
- 2S+1: 1

=====

This record from OMol25 describes C6H11N2 as an isolated structure at a distorted geometry. The level of theory is the ωB97M-V functional and the def2-TZVPD basis.

Structure (XYZ):
```
19
C6H11N2, DFT the ωB97M-V functional and the def2-TZVPD basis
C 1.107 0.850 0.539
C -0.056 0.019 -2.127
C -0.306 0.478 0.135
C 1.968 0.407 1.663
C -1.581 0.934 0.690
C -0.597 -1.749 -0.681
N 1.022 1.676 -0.327
N -0.263 -0.379 -0.944
H 0.118 -0.699 -2.951
H 0.276 1.000 -2.422
H 3.021 0.454 1.513
H 1.665 -0.657 1.609
H 1.733 0.780 2.635
H -1.804 0.553 1.714
H -2.387 0.615 0.020
H -1.700 1.992 0.812
H -0.898 -1.807 0.364
H 0.162 -2.478 -0.916
H -1.482 -1.989 -1.326
```

## Properties
- M: 111.2 g/mol
- Calculated total energy: -9370.139 eV
- Charge: +1
- HOMO-LUMO gap: 0.3182 hartree
- E_HOMO: -13.63 eV
- Largest force on an atom: 5.35 eV/Å
- 2S+1: 1

=====

This record from OMol25 describes an isolated ion of composition C6H11N2 and charge +1 at a distorted geometry. The level of theory is the ωB97M-V functional and the def2-TZVPD basis.

Structure (XYZ):
```
19
C6H11N2, DFT the ωB97M-V functional and the def2-TZVPD basis
C -2.004 -2.235 0.095
C -1.347 -0.779 0.160
C 0.096 -0.848 -0.370
C 0.721 0.443 -0.173
C 0.281 1.397 0.850
N 1.223 2.318 0.665
C 2.120 2.150 -0.368
N 1.791 0.953 -0.944
H -1.438 -3.071 0.549
H -3.000 -2.033 0.312
H -2.005 -2.550 -0.964
H -1.125 -0.471 1.157
H -1.941 -0.010 -0.303
H 0.028 -1.241 -1.451
H 0.614 -1.701 0.172
H -0.519 1.326 1.562
H 1.443 3.055 1.358
H 2.972 2.942 -0.651
H 2.090 0.355 -1.655
```

## Properties
- Structure (SMILES): CCCc1c[nH]c[nH+]1
- M: 111.2 g/mol
- Calculated total energy: -9372.818 eV
- Charge: +1
- HOMO-LUMO gap: 0.3733 hartree
- E_HOMO: -13.61 eV
- Largest force on an atom: 6.32 eV/Å
- 2S+1: 1

=====

This record from OMol25 describes an isolated ion of composition C6H11N2 and charge +1 at a distorted geometry. The level of theory is the ωB97M-V functional and the def2-TZVPD basis.

Structure (XYZ):
```
19
C6H11N2, DFT the ωB97M-V functional and the def2-TZVPD basis
C -0.621 -0.851 0.514
C -0.443 -0.063 1.879
C -0.355 -0.372 -1.975
C 1.015 -0.536 -1.523
C 0.015 1.388 0.003
C 0.036 0.004 -0.492
N -1.048 -2.007 0.493
N 0.446 1.078 1.454
H -1.365 0.387 2.114
H -0.072 -0.748 2.825
H -0.548 0.554 -2.664
H -0.912 -1.280 -1.968
H 1.548 -1.532 -1.452
H 1.758 0.250 -1.965
H 0.787 2.012 -0.558
H -0.950 1.724 0.078
H -1.072 -2.517 -0.381
H 0.412 1.846 2.192
H 1.369 0.662 1.426
```

## Properties
- Structure (SMILES): [H]/N=C1/C[NH2+]CC12CC2
- M: 111.2 g/mol
- Calculated total energy: -9371.551 eV
- Charge: +1
- HOMO-LUMO gap: 0.3860 hartree
- E_HOMO: -13.92 eV
- Largest force on an atom: 3.94 eV/Å
- 2S+1: 1

=====

This record from OMol25 describes an isolated ion of composition C6H11N2 and charge +1 at a distorted geometry. The level of theory is the ωB97M-V functional and the def2-TZVPD basis.

Structure (XYZ):
```
19
C6H11N2, DFT the ωB97M-V functional and the def2-TZVPD basis
C 1.410 1.287 0.826
C 1.367 -0.017 0.586
C 0.067 -0.763 0.853
C -2.178 0.207 -2.215
C -1.935 0.379 0.254
C 2.409 -0.799 -0.117
N -1.844 0.203 -1.033
N -1.110 -0.006 1.194
H 2.243 1.923 0.854
H -0.163 -1.314 -0.032
H 0.210 -1.528 1.688
H -3.067 -0.430 -2.623
H -1.675 0.909 -2.977
H -2.892 0.903 0.378
H 3.258 -0.134 -0.352
H 2.034 -1.087 -1.060
H 2.734 -1.632 0.436
H -1.384 0.246 2.192
H 0.515 1.652 1.148
```

## Properties
- Structure (SMILES): C=N/C=[NH+]\CC(=C)C
- M: 111.2 g/mol
- Calculated total energy: -9371.527 eV
- Charge: +1
- HOMO-LUMO gap: 0.3142 hartree
- E_HOMO: -13.12 eV
- Largest force on an atom: 3.42 eV/Å
- 2S+1: 1

=====

This record from OMol25 describes a 2-piece molecular cluster, C6H11N2O overall at a distorted geometry. The level of theory is the ωB97M-V functional and the def2-TZVPD basis.

Structure (XYZ):
```
20
C6H11N2O, DFT the ωB97M-V functional and the def2-TZVPD basis
C 0.903 0.053 -2.136
C 1.802 0.905 -0.385
C 2.899 1.548 0.360
C -1.484 -1.814 1.461
C -2.431 -0.154 -0.183
C -1.914 -0.459 1.058
N 0.033 0.101 -1.149
N 0.631 0.593 -0.028
O 2.029 0.547 -1.776
H 0.663 -0.318 -3.091
H 2.605 2.465 0.837
H 3.348 0.981 1.192
H 3.627 1.875 -0.348
H -0.752 -1.874 2.263
H -1.043 -2.306 0.531
H -2.306 -2.408 1.713
H -1.081 -0.192 -0.964
H -2.865 0.881 -0.278
H -2.914 -0.861 -0.830
H -1.751 0.437 1.754
```

## Properties
- M: 127.2 g/mol
- Calculated total energy: -11418.983 eV
- Charge: +1
- HOMO-LUMO gap: 0.3813 hartree
- E_HOMO: -13.97 eV
- Largest force on an atom: 3.06 eV/Å
- 2S+1: 1

=====

This record from OMol25 describes an isolated ion of composition C6H11N2O2 and charge +1 at a distorted geometry. The level of theory is the ωB97M-V functional and the def2-TZVPD basis.

Structure (XYZ):
```
21
C6H11N2O2, DFT the ωB97M-V functional and the def2-TZVPD basis
C -1.178 -0.077 0.102
C -0.694 -1.322 0.079
C -0.012 0.855 0.047
C -1.337 -2.714 0.026
C -0.104 1.763 -1.232
C 0.050 1.851 1.180
N 2.279 0.255 -0.068
N 1.099 -0.070 0.040
O 0.699 -1.326 0.055
O 3.274 -0.562 -0.016
H -2.147 0.180 -0.009
H -2.046 -2.785 -0.753
H -2.158 -2.952 0.868
H -0.612 -3.537 -0.099
H 0.146 1.153 -2.202
H 0.528 2.610 -1.261
H -1.103 2.106 -1.301
H -0.480 2.713 0.830
H 1.142 2.033 1.444
H -0.456 1.317 2.000
H 3.108 -1.490 0.271
```

## Properties
- Structure (SMILES): CC1=CC(C)(C)/[N+](=N/O)O1
- M: 143.2 g/mol
- Calculated total energy: -13463.269 eV
- Charge: +1
- HOMO-LUMO gap: 0.3279 hartree
- E_HOMO: -13.71 eV
- Largest force on an atom: 4.57 eV/Å
- 2S+1: 1

=====

This record from OMol25 describes an isolated ion of composition C6H11N2O2S2 and charge +1 at a distorted geometry. The level of theory is the ωB97M-V functional and the def2-TZVPD basis.

Structure (XYZ):
```
23
C6H11N2O2S2, DFT the ωB97M-V functional and the def2-TZVPD basis
C 0.268 0.503 0.096
C -1.429 0.258 1.944
C 0.060 0.282 1.550
C 1.395 -0.335 -1.937
C -2.884 -0.368 3.678
C 2.682 -0.920 -4.279
N 1.174 -0.241 -0.587
N -0.477 1.414 -0.504
O -2.257 0.895 1.334
O -1.619 -0.473 3.009
S 0.458 1.735 2.670
S 2.662 -1.305 -2.508
H 0.595 -0.583 1.942
H 0.754 0.204 -2.615
H -3.568 0.249 3.095
H -2.702 0.079 4.657
H -3.287 -1.368 3.804
H 1.701 -0.592 -4.598
H 2.954 -1.830 -4.804
H 3.427 -0.152 -4.465
H 1.788 -0.817 -0.018
H -1.309 1.716 0.018
H -0.386 1.648 -1.480
```

## Properties
- M: 207.3 g/mol
- Calculated total energy: -35137.463 eV
- Charge: +1
- HOMO-LUMO gap (alpha / beta): 0.3327 / 0.1740 hartree
- E_HOMO (alpha / beta): -13.45 / -10.69 eV
- Largest force on an atom: 1.37 eV/Å
- 2S+1: 1

=====

This record from OMol25 describes a 2-piece molecular cluster, C6H11N2O4 overall at a distorted geometry. The level of theory is the ωB97M-V functional and the def2-TZVPD basis.

Structure (XYZ):
```
23
C6H11N2O4, DFT the ωB97M-V functional and the def2-TZVPD basis
C 2.958 -0.297 0.539
C 1.281 1.552 -0.847
C -2.201 -1.008 -1.526
C -0.829 -1.573 0.576
C 1.797 0.871 0.400
C -1.497 -0.584 -0.268
N 1.274 1.106 1.513
N -1.779 0.645 0.097
O 2.839 -0.901 1.637
O -2.488 1.474 -0.595
O 3.798 -0.421 -0.351
O -1.201 1.218 1.198
H 0.395 1.070 -1.069
H 2.007 1.303 -1.619
H 1.263 2.608 -0.611
H -2.416 -2.078 -1.383
H -1.593 -0.759 -2.385
H -3.222 -0.561 -1.490
H -1.145 -1.373 1.613
H 0.209 -1.598 0.394
H -1.130 -2.605 0.360
H 0.105 1.210 1.377
H 1.574 0.704 2.439
```

## Properties
- M: 175.2 g/mol
- Calculated total energy: -17564.317 eV
- Charge: -1
- HOMO-LUMO gap (alpha / beta): 0.1455 / 0.1338 hartree
- E_HOMO (alpha / beta): -0.82 / -3.62 eV
- Largest force on an atom: 7.76 eV/Å
- 2S+1: 3